# C12H27B2CoF8N4O7

C12H27B2CoF8N4O7 as an isolated structure at a distorted geometry (ωB97M-V with the def2-TZVPD basis set, the OMol25 dataset).

Structure (XYZ):
```
61
Properties=species:S:1:pos:R:3:lowdin_spin:R:1
Co 1.750 16.994 19.172 2.841
C 2.681 12.686 20.776 0.030
C 1.685 13.390 19.832 0.038
C 0.551 12.430 19.376 0.002
C -0.519 12.072 20.401 0.000
C -1.021 13.398 20.926 0.004
C 0.053 14.314 21.571 0.023
N 1.071 14.603 20.453 0.501
O 1.891 15.707 20.803 0.388
C 0.532 13.744 22.888 0.015
C -0.718 15.693 21.875 0.003
C 2.444 13.661 18.550 0.002
H 2.359 12.426 21.785 0.000
H 3.514 13.389 20.802 0.002
H 3.050 11.776 20.303 0.004
H 0.958 11.505 18.968 0.000
H -0.041 12.835 18.554 0.000
H -0.042 11.436 21.147 0.000
H -1.273 11.419 19.962 0.000
H -1.832 13.297 21.647 0.000
H -1.376 13.886 20.019 0.001
H 0.535 12.655 22.842 0.000
H 0.000 14.016 23.799 0.001
H 1.563 14.059 23.053 0.001
H -0.161 16.423 22.463 0.000
H -1.606 15.481 22.470 0.000
H -1.143 16.101 20.958 0.000
H 3.322 14.289 18.698 0.000
H 1.863 14.028 17.704 0.000
H 2.926 12.773 18.142 0.000
B -0.046 16.385 17.395 0.002
F -0.225 16.588 18.753 0.028
F -0.633 15.298 16.882 0.002
F -0.360 17.545 16.676 0.001
F 1.288 16.232 17.256 0.029
B 2.110 19.372 16.960 0.001
F 2.201 18.343 16.042 0.000
F 3.219 20.129 16.983 0.001
F 1.116 20.203 16.534 0.001
F 1.733 18.856 18.201 0.025
C -1.264 19.498 21.550 0.001
N 0.029 19.425 20.824 0.002
O 0.394 18.345 20.417 0.017
O 0.662 20.436 20.667 0.000
H -1.883 20.203 20.995 0.000
H -1.128 19.855 22.571 0.000
H -1.689 18.497 21.620 0.000
C 5.608 15.757 17.401 0.001
N 4.895 16.856 18.112 0.003
O 3.676 16.741 18.281 0.021
O 5.455 17.852 18.484 0.001
H 4.947 15.106 16.829 0.000
H 6.186 15.056 18.003 0.000
H 6.281 16.313 16.749 0.000
C 4.179 20.655 20.362 0.000
N 3.734 19.397 21.093 0.001
O 3.966 19.292 22.319 -0.001
O 3.184 18.506 20.437 0.009
H 4.359 20.413 19.314 0.000
H 5.172 20.874 20.753 0.000
H 3.471 21.433 20.647 0.000
```

Computed properties:
LUMO level (spin up / spin down)	-0.02792 / -0.08727	Eh
2S+1	5
max |F|	4.6	eV/Å
HOMO (spin up / spin down)	-10.21 / -10.21	eV
electronic energy	-93895.37762	eV

# C12H27BClOSn

C12H27BClOSn as an isolated structure at a distorted geometry (ωB97M-V with the def2-TZVPD basis set, the OMol25 dataset).

Structure (XYZ):
```
43
Properties=species:S:1:pos:R:3:lowdin_charge:R:1
C 5.810 -1.340 1.405 -0.088
C 5.603 -0.520 0.083 -0.277
C 4.142 -0.719 -0.504 -0.590
Cl 4.353 -1.658 -2.062 0.623
B 3.563 0.781 -0.866 -0.456
C 1.929 0.776 -1.142 -0.163
C 1.185 1.742 -0.135 -0.180
C -0.241 1.138 0.106 -0.201
C -1.330 2.248 0.277 -0.186
C -2.581 1.569 0.952 -0.189
C -3.372 0.741 -0.084 -0.306
C -4.463 -0.193 0.559 -0.217
C -3.899 -1.524 1.148 -0.166
O -4.307 -2.706 0.464 -0.116
C -4.108 -2.616 -0.907 -0.255
H 6.400 -2.243 1.168 0.075
H 6.414 -0.729 2.094 0.072
H 4.866 -1.667 1.864 0.066
H 6.328 -0.816 -0.686 0.085
H 5.801 0.540 0.303 0.091
H 3.517 -1.314 0.180 0.082
H 4.114 1.175 -1.875 0.089
H 3.866 1.549 0.017 0.076
H 1.465 -0.228 -1.132 0.086
H 1.774 1.181 -2.162 0.097
H 1.136 2.748 -0.573 0.118
H 1.763 1.738 0.804 0.107
H -0.542 0.524 -0.757 0.094
H -0.210 0.563 1.047 0.116
H -1.627 2.691 -0.691 0.118
H -0.983 3.082 0.909 0.120
H -3.188 2.399 1.360 0.124
H -2.181 0.970 1.787 0.115
H -2.698 0.141 -0.726 0.057
H -3.929 1.472 -0.712 0.091
H -4.888 0.381 1.402 0.139
H -5.319 -0.327 -0.163 0.005
H -2.801 -1.464 1.282 0.144
H -4.303 -1.610 2.169 0.141
H -3.909 -3.627 -1.297 0.143
H -3.266 -1.945 -1.208 0.040
H -5.098 -2.284 -1.435 -0.054
Sn -4.784 -0.622 -2.263 1.331
```

Computed properties:
LUMO level	-0.28409	Eh
max |F|	2.6	eV/Å
HOMO	-9.51	eV
electronic energy	-33943.41015	eV
charge	+1

# C12H27Cl6O4P

A 4-piece molecular cluster, C12H27Cl6O4P overall at a distorted geometry (ωB97M-V with the def2-TZVPD basis set, the OMol25 dataset).

Structure (XYZ):
```
50
Properties=species:S:1:pos:R:3:lowdin_charge:R:1
C 3.235 0.882 -1.739 -0.077
C 2.669 -0.403 -2.223 -0.226
O 3.305 -1.410 -1.319 -0.198
P 2.339 -1.964 -0.194 0.383
O 1.793 -0.958 0.778 -0.259
O 3.102 -3.174 0.492 -0.177
C 4.001 -2.592 1.603 -0.217
C 3.231 -2.645 2.849 -0.089
O 1.144 -2.618 -1.014 -0.199
C 1.359 -3.644 -1.985 -0.255
C 0.048 -3.932 -2.715 -0.065
H 2.678 1.128 -0.797 0.090
H 4.292 0.765 -1.456 0.087
H 3.213 1.673 -2.507 0.086
H 1.608 -0.529 -2.129 0.092
H 2.924 -0.722 -3.253 0.129
H 4.873 -3.174 1.551 0.102
H 4.197 -1.526 1.349 0.121
H 3.876 -2.226 3.569 0.068
H 2.406 -1.938 2.654 0.073
H 2.872 -3.696 3.090 0.115
H 2.141 -3.391 -2.652 0.100
H 1.687 -4.582 -1.450 0.137
H 0.124 -4.793 -3.340 0.063
H -0.786 -4.124 -2.049 0.076
H -0.170 -3.128 -3.440 0.085
Cl -6.483 4.342 -1.459 0.493
C -5.543 2.820 -1.074 -0.620
C -4.470 3.025 -0.019 -0.727
Cl -4.942 3.335 1.640 0.558
H -5.117 2.526 -1.981 0.033
H -6.259 2.035 -0.750 0.084
H -3.738 3.756 -0.370 0.073
H -3.931 2.032 0.067 0.016
Cl -3.580 -0.293 -1.383 0.556
C -2.199 -1.162 -0.677 -0.664
C -1.326 -0.391 0.282 -0.562
Cl -1.032 1.285 -0.416 0.515
H -1.554 -1.428 -1.518 0.051
H -2.640 -2.056 -0.177 0.089
H -0.367 -0.860 0.398 0.015
H -1.762 -0.281 1.312 0.097
Cl -0.758 6.427 3.011 0.548
C -1.118 4.727 3.342 -0.692
C -0.833 3.725 2.278 -0.709
Cl 0.797 3.062 2.381 0.556
H -2.202 4.776 3.487 0.058
H -0.621 4.406 4.252 0.065
H -0.944 4.044 1.264 0.044
H -1.541 2.872 2.432 0.075
```

Computed properties:
relative energy (zero: lowest compared OMol25 entry of this formula, charge and spin)	8.9	kcal per mole
LUMO level	0.01987	Eh
max |F|	2.6	eV/Å
HOMO	-10.40	eV
SMILES	CCOP(=O)(OCC)OCC.ClCCCl.ClCCCl.ClCCCl
electronic energy	-105498.03388	eV

# C12H27ClHoIN2OP2

C12H27ClHoIN2OP2 as an isolated structure at a distorted geometry (ωB97M-V with the def2-TZVPD basis set, the OMol25 dataset).

Structure (XYZ):
```
47
Properties=species:S:1:pos:R:3:lowdin_spin:R:1
C -3.327 -1.663 -2.031 -0.003
C -2.285 -1.462 -1.146 -0.010
H -3.611 -2.727 -2.019 -0.001
H -2.948 -1.374 -3.062 0.000
H -4.174 -1.012 -1.662 0.000
O -1.398 -1.553 -0.374 -0.006
I -0.705 2.997 -3.402 0.004
Ho -0.836 1.164 -1.104 4.046
P -2.088 0.657 1.566 -0.006
C -1.591 -0.634 2.740 -0.001
C -1.776 2.150 2.569 0.000
H -2.624 2.339 3.242 0.000
H -4.299 1.125 2.497 0.000
H -1.631 2.994 1.872 0.000
H -4.357 0.955 0.714 0.000
H -0.507 -0.762 2.742 0.000
H -0.837 2.025 3.122 0.000
C -3.922 0.543 1.638 -0.001
H -1.918 -0.400 3.755 0.000
H -4.253 -0.503 1.716 0.000
H -2.020 -1.594 2.453 0.000
P 1.156 -0.461 -2.358 -0.006
C 2.224 -1.835 -1.848 -0.002
C 0.654 -0.808 -4.093 0.000
H 1.817 1.896 -2.582 0.000
H 2.876 0.769 -3.494 0.000
H 3.044 0.926 -1.700 0.000
C 2.341 0.924 -2.546 0.000
H -0.200 -0.165 -4.371 0.000
H 1.500 -0.593 -4.770 0.000
H 3.024 -2.015 -2.571 0.000
H 1.625 -2.744 -1.769 0.000
H 0.332 -1.861 -4.181 0.000
H 2.659 -1.647 -0.862 0.000
Cl -0.647 3.512 -0.143 -0.008
C 3.191 -1.157 2.626 0.000
N 2.389 -0.159 1.918 0.000
C 2.660 1.211 1.877 0.000
C 1.798 1.770 0.983 0.000
N 0.967 0.756 0.492 -0.006
C 1.368 -0.403 1.083 0.000
H 4.231 -1.128 2.253 0.000
H 3.212 -0.939 3.708 0.000
H 2.758 -2.160 2.451 0.000
H 3.455 1.633 2.461 0.000
H 1.708 2.816 0.704 0.000
H 0.964 -1.403 0.910 0.000
```

Computed properties:
relative energy (zero: lowest compared OMol25 entry of this formula, charge and spin)	31.4	kcal per mole
LUMO level (spin up / spin down)	-0.37151 / -0.37519	Eh
2S+1	5
max |F|	7.6	eV/Å
HOMO (spin up / spin down)	-13.50 / -13.42	eV
electronic energy	-82894.50516	eV
charge	+2